{
  "formula": "C32H55NO24",
  "method": "ωB97M-V with the def2-TZVPD basis set",
  "symbols": ["O", "O", "O", "O", "O", "O", "O", "O", "O", "O", "O", "O", "O", "O", "O", "O", "O", "O", "O", "O", "O", "O", "O", "O", "N", "C", "C", "C", "C", "C", "C", "C", "C", "C", "C", "C", "C", "C", "C", "C", "C", "C", "C", "C", "C", "C", "C", "C", "C", "C", "C", "C", "C", "C", "C", "C", "C", "H", "H", "H", "H", "H", "H", "H", "H", "H", "H", "H", "H", "H", "H", "H", "H", "H", "H", "H", "H", "H", "H", "H", "H", "H", "H", "H", "H", "H", "H", "H", "H", "H", "H", "H", "H", "H", "H", "H", "H", "H", "H", "H", "H", "H", "H", "H", "H", "H", "H", "H", "H", "H", "H", "H"],
  "positions_angstrom": [[1.55735, -1.07196, 1.53464], [-2.19765, 2.99604, -6.50736], [-0.82765, 1.98604, -4.96236], [1.92835, 0.18704, -2.19836], [-1.23565, -1.92096, -6.59836], [0.25735, -1.86396, 6.38164], [-1.86565, -1.91596, -1.96036], [-4.23265, 3.21104, 0.90264], [3.56735, 0.06404, 1.26964], [-2.42365, -0.48396, -8.08336], [-2.74165, -0.05196, -1.07536], [0.31035, -3.83696, 7.40864], [1.98935, -6.14296, 1.15664], [0.52335, 1.41204, -0.59836], [1.57335, -5.50996, -0.79536], [3.47335, -1.58596, 2.64664], [-2.44265, -1.82496, 0.18964], [-2.10665, 4.25904, 0.18364], [0.35935, -3.63496, 5.08764], [1.34135, -7.73296, -0.33336], [-2.91265, 3.15704, -4.25936], [2.51635, 2.22604, -1.63336], [-3.24565, -0.64596, -5.98536], [-2.61765, 4.47604, 2.34364], [-0.98465, 1.67604, 5.26464], [2.27035, 3.51904, -1.02536], [-2.98365, -0.91296, 1.11164], [2.77135, -0.88496, 1.80064], [2.56835, 2.34604, 3.90064], [-3.29865, -1.20296, -4.68636], [1.82035, -0.64496, 5.11464], [1.45435, 2.07304, 2.85764], [-0.50865, 2.18304, 4.32064], [0.31635, -3.14396, 6.35264], [-3.46165, 0.29504, 0.14564], [1.61135, -4.24496, -0.01036], [4.78435, -1.10896, 2.75764], [1.22335, -1.00296, -2.03436], [-2.39565, -1.30196, -1.02536], [-1.87065, -0.54796, 2.07864], [0.22435, 2.77504, 3.24264], [0.39235, -2.63596, 4.16764], [0.11935, -3.84796, -0.05036], [-1.94565, 2.75904, -5.25036], [1.64735, 1.28804, -1.45136], [1.65935, -6.53596, -0.07736], [-3.42365, 4.29604, 3.44864], [-3.37565, 3.63804, -7.01036], [4.87335, 0.06704, 1.79064], [0.49335, -1.35096, 5.01064], [-0.66965, 1.61404, -3.64436], [-1.97165, -1.16796, -9.25636], [-3.03365, 4.03204, 1.12864], [2.27835, -4.72596, 1.26364], [-2.29965, -1.03696, -6.90836], [5.74035, -2.34196, 2.55764], [-2.04365, 3.61604, -1.15936], [-2.66465, 4.28904, -1.66836], [1.67235, 2.47204, 1.89364], [-4.12365, 2.93004, -6.81036], [5.71535, -0.04596, 1.17564], [1.19435, -2.78796, 3.43664], [-0.22165, 2.53904, -3.23936], [-2.63665, -2.03796, -4.65936], [-0.14465, -3.67896, -1.12836], [-1.55065, -0.38796, -9.88436], [-0.52965, -2.69296, 3.60564], [2.00535, -0.37996, 4.06264], [2.23835, 3.53904, 0.09564], [-3.11265, 3.98004, -8.00636], [-2.81365, 4.69004, 4.21964], [0.42435, 3.78504, 3.60664], [4.91935, -0.58896, 3.73764], [-3.83465, -1.46296, 1.63564], [-3.63565, 4.54004, -6.40936], [-1.78565, -1.20496, 2.84564], [1.24635, -1.24596, -1.01536], [-4.31265, -1.25796, -4.46936], [-1.67065, 1.41004, -3.17036], [-2.11165, 0.44004, 2.48964], [1.33235, 4.06204, -1.44736], [-2.73865, -0.51796, -4.07936], [-4.42765, 4.78504, 3.27864], [-1.23465, -1.89596, -9.10236], [3.49735, 1.78704, 3.72564], [-0.01565, 0.75604, -3.59636], [-4.48665, 0.26004, -0.16836], [5.69735, -2.79796, 1.55364], [-0.02665, -2.90296, 0.45164], [-3.18765, 1.19904, 0.65464], [-0.54965, 2.81104, 2.48764], [-0.58565, -4.59696, 0.44764], [1.96635, -4.25596, 2.05564], [5.16635, 1.02204, 2.21764], [3.04035, 3.28604, 3.70964], [5.53435, -3.11496, 3.29164], [-0.30865, -0.64896, 4.70664], [1.70835, 0.26204, 5.69564], [2.42635, 2.12304, 4.91064], [2.26535, -3.60796, -0.53936], [-2.60065, 2.66104, -1.15336], [-1.01865, 3.59804, -1.59636], [1.27935, 1.03404, 2.72264], [3.16135, 4.05004, -1.49736], [1.60635, -1.81896, -2.64336], [-0.88865, -0.50696, 1.65164], [6.74635, -2.04196, 2.80164], [2.66535, -1.12496, 5.58564], [0.25935, -0.99096, -2.52836], [-3.62665, 3.33104, 3.76264], [3.35635, -4.58996, 1.15764], [-2.80865, -1.74496, -9.70036]],
  "mulliken_charge": [0.683, -0.301, -0.344, -0.544, -0.656, -0.424, -0.561, -0.642, -0.246, -0.248, -0.233, -0.650, -0.425, 0.369, -0.436, -0.265, -0.279, -0.338, -0.403, -0.644, -0.620, -0.423, -0.297, -0.232, -0.683, -0.467, 0.124, -0.295, -1.562, -0.502, -0.740, 3.101, 0.020, 0.426, 0.424, 0.559, 0.344, 0.314, 0.516, -1.217, 0.295, 0.893, -0.657, 0.718, 0.594, 0.641, -0.766, -0.646, -0.679, 1.278, 0.187, -0.703, 0.724, 0.185, 0.805, -1.557, -0.042, 0.522, -1.315, 0.326, 0.476, -0.845, 0.120, 0.481, 0.272, 0.231, 0.273, -0.369, 0.096, 0.231, 0.314, 0.703, 0.230, 0.227, 0.301, 0.602, -0.365, 0.309, 0.079, 0.244, 0.196, -0.034, 0.296, 0.381, 0.213, -0.242, 0.363, 0.327, -0.199, -0.595, -0.495, 0.404, -0.119, 0.357, 0.436, 0.370, -0.335, 0.392, 0.447, 0.301, 0.156, -0.368, -1.163, 0.287, 0.312, 0.103, 0.481, 0.440, -0.153, 0.351, 0.203, 0.273],
  "total_energy_ha": -3112.522649,
  "lumo_energy_ev": -0.18,
  "charge": 0,
  "smiles": "C[C@H]1COC(=O)O1.C[C@H]1COC(=O)O1.C[C@H]1COC(=O)O1.C[C@H]1COC(=O)O1.COC(=O)OC.COC(=O)OC.COC(=O)OC.COC(=O)OC.CCCC#N",
  "max_force_ev_per_a": 9.11,
  "relative_energy_kcal_mol": 86.76
}